The following is a quantum chemistry calculation of 11 unconnected molecules or ions with the total composition C46H59N3O26S2 at a distorted geometry, from the Open Molecules 2025 dataset.

LUMO level ... -0.76 eV
SMILES string ... O=[N+]([O-])c1ccccc1.O=[N+]([O-])c1ccccc1.O=[N+]([O-])c1ccccc1.O=S1(=O)OCCO1.O=S1(=O)OCCO1.O=C1CCCO1.O=C1CCCO1.O=C1CCCO1.O=C1CCCO1.O=C1CCCO1.O=C1CCCO1
Energy relative to the best compared isomer or geometry (same formula, charge and spin) ... 92.1 kcal/mol
Gap between HOMO and LUMO ... 8.968 eV
Total energy ... -4704.74180 hartree
HOMO level ... -0.35735 Eh

ORCA input file:
```
! wB97M-V def2-TZVPD RIJCOSX def2/J DEFGRID3
* xyz 0 1
C 3.0798 -2.3741 0.8601
C -3.8025 4.3043 -3.4975
H -3.4090 -7.0171 -3.5431
C 1.8208 -2.8393 0.1491
C 0.7446 3.8596 -5.9826
C 0.1606 -1.4356 5.7193
H 3.7729 4.9243 -7.0837
O -1.3279 -1.2836 0.9531
H -2.1928 -0.7417 8.5905
C -1.6168 -6.1501 -2.9523
H -4.6997 4.9156 -3.3993
H -2.1310 -2.6926 -4.7175
H -1.3523 -1.6478 -1.1173
H -0.5471 -0.8253 5.1780
C -1.7885 -0.9887 -0.3668
H 0.7042 4.2137 2.2594
H -3.7296 4.9621 -0.7507
O 5.1323 1.8654 -2.0100
H -1.2694 -0.2595 -3.4525
O -1.0062 2.4564 -4.3414
H -5.4523 -3.2331 7.8934
O 2.6222 -5.4269 2.5214
C -3.5885 3.3435 -2.3068
C 4.3624 2.2522 -1.1546
C 3.8705 3.4554 0.6792
C 1.3104 -2.1017 7.7818
O -0.7225 0.6580 -6.5787
C -4.9582 -2.3291 7.5693
C 4.5510 -1.0795 -4.7910
C 0.9969 4.3807 3.2960
O -1.5824 0.2251 3.0671
O 3.4227 -3.4236 1.7776
N 0.1315 2.5812 -3.9142
C 3.0320 4.4567 -6.4523
H -1.5070 -6.2135 -4.0349
H 0.9412 6.0661 4.5582
H 2.4037 2.3569 1.3692
H 2.8421 -1.4628 1.4088
C -5.1973 -1.7446 6.3557
O 2.1709 -1.1455 -5.1835
N 2.8116 -4.2018 7.7104
O -1.3047 1.1276 0.6342
C 0.6419 -2.5137 5.0063
O -5.4369 -0.5108 3.9309
O -0.7404 4.7861 4.8185
H -0.2863 3.8519 -6.3046
C 2.4841 -4.4249 1.8163
O -2.0894 5.0675 -2.0235
H 2.3744 1.4209 -1.4783
H 2.9919 2.7459 -3.6329
H -0.3313 0.5597 -1.1292
C -2.9049 -4.2853 -2.1266
C 2.4889 3.1333 -4.5066
H 1.5935 2.6867 4.6701
C 3.8225 -0.9172 -3.4405
O -3.0984 0.6913 -7.4122
O 3.0506 -4.0737 8.9169
H 4.4710 3.7831 -5.0523
H 1.9297 3.3601 -0.0279
O -3.7302 -5.3624 -2.2251
H -6.0807 -1.9826 5.7817
C 2.3509 -1.0093 -3.7935
C 1.7131 4.4199 -6.8293
H -3.5833 -2.5611 9.1925
C 1.2854 -4.0476 0.9108
H 1.5967 -1.8846 8.8003
H 2.0603 4.4960 3.0864
H -2.8213 -1.0033 -3.4011
O -2.5911 0.3833 -4.9654
C -3.0308 -6.5327 -2.6429
H 2.1394 -3.2826 -0.7944
O 3.3138 -5.1161 7.0158
H -4.4674 2.8578 -1.8828
H 1.9887 -4.1106 5.0493
C -3.2532 -0.2937 6.7115
O -1.0250 2.7064 5.7217
H 3.3730 0.6190 -0.2658
O -4.0355 0.9633 4.3025
H 4.4486 3.1174 1.5393
H -0.1100 -0.4579 7.5984
C 1.5345 -3.3773 5.6992
S -2.0850 0.2211 -6.4597
C -0.4217 3.4787 5.0156
H -0.8278 -4.1264 -2.9583
C 2.6848 2.6804 0.3670
O 0.6377 0.0371 1.8657
C 3.4303 3.7486 -5.3389
H 3.4795 -2.3372 -6.2111
H 0.3027 -2.7371 4.0056
H 5.1530 -0.2286 -5.1099
C 0.7561 3.1171 4.1209
C 3.0710 1.5905 -0.6573
O -3.2776 -3.1385 -1.9047
H 1.0588 -2.0693 0.0289
H -2.5780 0.4466 6.3083
C -2.5012 5.1290 -3.3270
S -0.8290 0.0687 1.8112
H 5.2157 -1.9391 -4.8776
C -2.9938 4.2998 -1.2067
H -2.9024 2.6083 -2.7273
H -0.9839 -4.7576 -1.4119
O -1.8255 5.5914 -4.2172
C -1.2573 0.4565 -0.5636
O 4.6789 3.3158 -0.4114
H -0.9478 -6.8280 -2.4222
H -3.6091 3.8304 -4.4598
O -2.1210 -1.4179 -6.2795
C 1.9871 -3.1548 7.0163
C -1.4870 -4.7727 -2.3787
N -4.6613 -0.0139 4.6242
H 0.4507 2.3435 3.4163
C 1.1578 3.2033 -4.8231
H -0.2660 6.1687 3.3465
H -2.8774 -1.0018 -0.4138
H 3.9265 -2.1525 0.2105
H 0.9746 -4.8546 0.2474
O 1.3188 -0.9823 -3.0787
H -2.4332 3.8398 -0.3928
C -3.8602 -1.9591 8.3396
C -1.6269 -1.7707 -5.0077
H 3.6304 4.5182 0.7104
H -3.1129 -7.2798 -1.8535
H 4.0595 -1.7965 -2.8416
H -0.5413 -1.8662 -4.9876
C 0.4211 -1.2625 7.1116
C 3.3976 -1.3227 -5.8209
C -3.0224 -0.9487 7.9308
H 0.4346 -3.6783 1.4834
O 0.4846 2.3524 -2.7346
C -2.0612 -0.6444 -4.0951
H 4.0262 -0.0197 -2.8564
H 3.3581 -0.5725 -6.6106
C 0.1983 5.4634 4.0358
H -1.9618 1.0211 -1.1743
H 1.4317 5.0621 -7.6508
C -4.3884 -0.6486 5.9336
*
```